1.
Below is 2 unconnected molecules or ions with the total composition C4H12 in a non-equilibrium geometry, with properties calculated with the ωB97M-V functional and the def2-TZVPD basis.

CARTESIAN COORDINATES (ANGSTROEM)
C (1.06108, 1.27998, -1.79183)
C (1.92840, 1.27203, -0.54038)
H (1.40689, 1.94801, -2.57899)
H (1.05792, 0.31311, -2.30045)
H (0.04359, 1.65141, -1.63937)
H (1.56250, 1.11962, 0.46831)
H (2.40779, 2.25759, -0.57047)
H (2.76927, 0.58632, -0.64015)
C (-2.04809, -0.75157, 1.12591)
C (-1.03153, -1.86688, 1.24431)
H (-3.08133, -1.09673, 1.12181)
H (-1.93196, -0.06977, 1.96466)
H (-1.90188, -0.15512, 0.22182)
H (-0.02766, -1.55970, 0.96707)
H (-1.26942, -2.75477, 0.65847)
H (-0.94556, -2.17353, 2.28929)

Results
- HOMO level (eV) = -11.49
- energy above the lowest of the compared OMol25 structures with the same formula, charge and spin (kcal per mole) = 7.78
- SMILES = CC.CC

Atomic partial charges in e from the Mulliken method, atoms 1 to 8:
1 C -0.872
2 C -0.832
3 H 0.351
4 H 0.258
5 H 0.262
6 H 0.294
7 H 0.296
8 H 0.243


2.
Below is 2 unconnected molecules or ions with the total composition C4H12 in a non-equilibrium geometry, with properties calculated with the ωB97M-V functional and the def2-TZVPD basis.

CARTESIAN COORDINATES (ANGSTROEM)
C (0.09416, -1.77272, 0.35854)
C (-0.33835, -3.07600, -0.31590)
H (-0.70496, -1.32170, 0.92931)
H (1.01434, -1.92993, 0.90988)
H (0.41290, -1.01062, -0.35485)
H (-0.02796, -3.19349, -1.35501)
H (-1.42080, -3.17719, -0.29326)
H (-0.02539, -3.93683, 0.26895)
C (-0.34994, 1.83891, 0.22977)
C (0.56088, 2.99315, -0.23662)
H (-0.58366, 1.21019, -0.62956)
H (0.24011, 1.22847, 0.91107)
H (-1.22702, 2.12949, 0.79926)
H (0.92213, 3.58423, 0.60462)
H (0.05305, 3.62147, -0.95813)
H (1.39345, 2.51180, -0.75324)

Results
- HOMO level (eV) = -11.66
- energy above the lowest of the compared OMol25 structures with the same formula, charge and spin (kcal per mole) = 5.95
- SMILES = CC.CC

Atomic partial charges in e from the Mulliken method, atoms 1 to 8:
1 C -0.739
2 C -0.895
3 H 0.284
4 H 0.337
5 H 0.190
6 H 0.276
7 H 0.274
8 H 0.269


Number 1: molar mass 60.14 g mol⁻¹. Number 2: molar mass 60.14 g mol⁻¹.